ORCA calculation (wB97M-V/def2-TZVPD) on a 3-piece molecular cluster, C8H18Cl4NO3PS overall.

```
36
Properties=species:S:1:pos:R:3:forces:R:3
H -0.972573 2.556783 -1.584972 -0.6 0.1 -0.3
C -1.938987 -4.120406 1.301471 -0.1 0.1 0.0
H 1.271162 5.597923 1.046673 0.0 0.0 0.0
O -1.487761 -0.925629 0.291235 0.2 0.3 2.1
H 3.197805 -1.358959 -0.337004 -0.2 -0.4 -0.2
Cl -2.958780 -6.229594 -0.108757 0.0 0.0 0.0
Cl 2.046081 3.380575 0.913456 0.0 0.0 0.0
H 0.198662 -1.184444 -2.695347 0.2 -0.2 -0.5
C 0.649325 1.224386 -1.806266 0.1 -0.3 -0.1
Cl -1.238114 4.192876 0.945199 -0.1 0.1 0.1
C 0.241879 -1.175408 -1.618275 0.0 0.6 0.1
O -1.700238 0.632386 -1.586353 0.2 -0.2 -0.2
C 1.300749 4.768756 1.748185 0.1 0.0 0.0
P 2.895981 -0.316421 -1.226473 0.5 1.2 0.4
Cl -0.231036 -4.481851 0.926272 0.1 0.0 0.0
H -0.069028 3.552668 2.884868 0.0 -0.1 0.0
H 0.863828 0.077392 -0.050562 0.4 0.0 0.6
C -0.074496 4.449311 2.271298 0.0 0.0 0.1
H 0.523410 -2.147564 -1.241042 -0.2 -0.4 0.2
H -2.319574 -3.473252 0.516292 0.0 0.0 0.0
H -3.757866 -5.113581 1.792434 0.0 0.0 0.0
H -2.311982 -6.066700 2.148237 0.0 0.0 0.0
O -2.297823 -1.680091 -1.837460 -1.2 -0.9 -1.3
N 3.699181 1.004069 -0.953461 0.0 -0.4 0.1
S -1.429968 -0.853134 -1.111891 0.5 -0.1 -0.5
H 1.352580 2.039181 -1.716547 0.2 0.3 0.2
H 4.346427 0.883509 -0.182986 0.1 0.2 -0.1
H -0.445733 5.279174 2.869449 0.0 0.0 0.0
H 0.498977 0.993857 -2.855479 0.2 0.2 -0.4
H 1.953537 5.035906 2.577243 0.0 0.0 0.0
H 3.060698 -0.831529 -2.527029 -0.2 -0.3 0.0
C 1.114447 -0.033694 -1.097079 -0.2 -0.7 -0.5
C -2.760917 -5.373495 1.442073 0.0 0.0 0.1
C -0.682456 1.584802 -1.223364 0.4 0.8 0.0
H -1.947122 -3.567325 2.238278 0.0 0.0 0.0
H -0.590277 1.679522 -0.152318 -0.3 -0.2 0.4
```
Positions in Å, forces in eV/Å.

The calculation puts the total energy at -3176.3698 hartree. As for the SMILES: N=[PH2][C@H]1CCOS(=O)(=O)C1.ClCCCl.ClCCCl. As for the charge: 0.


ORCA calculation (wB97M-V/def2-TZVPD) on one molecule with the formula C20H26N2O6.

```
54
Properties=species:S:1:pos:R:3:forces:R:3
C -1.461711 -6.631567 1.060438 0.2 -0.2 -0.1
H 3.436435 2.960267 0.807978 0.0 0.0 0.0
O -3.931842 -3.662303 2.265010 0.4 0.1 -0.4
C -2.267501 -1.951283 1.881975 0.1 -0.2 -0.1
H 0.930895 4.288168 -5.765824 0.1 0.0 0.1
H 1.814496 1.900896 -2.416921 0.0 0.1 0.0
H -0.652287 0.532474 1.586357 0.0 0.2 0.0
C 2.393448 3.875665 -2.954761 0.1 -0.4 0.2
O 3.322582 -0.605514 0.625508 0.0 -0.2 -0.1
C 2.258210 0.007563 0.623845 0.2 0.2 0.1
C -0.250696 -0.426024 1.334204 0.2 0.1 -0.1
C -0.950998 -1.649686 1.467563 0.1 -0.4 0.0
C 0.613157 5.973969 -4.436379 0.2 -0.4 0.0
H 0.598927 2.505929 1.073595 -0.1 0.0 -0.1
H -3.618950 -3.774563 4.316794 0.0 0.0 -0.1
N 2.208652 1.342652 0.400400 0.0 -0.1 0.0
C -4.029458 -4.364069 3.487470 0.0 -0.1 0.3
O -3.014469 -0.862554 2.197225 0.5 -0.2 -0.1
C 3.446831 2.061156 0.185329 0.5 -0.1 -0.1
C 2.256720 2.770566 -1.923435 0.1 0.3 0.0
H 2.430930 5.059933 -5.163167 -0.2 -0.1 0.0
C -4.364652 -0.986549 2.585147 -0.5 0.1 0.1
C -0.063551 -2.679654 1.097000 -0.7 0.3 0.2
C -2.643952 -3.286738 1.901333 -0.5 0.0 0.3
H 0.261253 1.430581 -0.301243 0.0 0.1 0.1
H -0.566795 -6.771441 1.676250 0.0 0.0 0.0
H 4.277896 3.285963 -1.383787 0.0 -0.1 0.0
H 0.250453 -4.783969 0.795813 0.0 -0.2 0.0
C 1.288566 3.250281 -0.834297 0.0 -0.2 -0.1
H 0.347754 3.576601 -1.279542 0.0 0.0 0.1
O 1.459430 3.751628 -3.899900 -0.3 -0.2 -0.1
C 1.014613 -0.731713 0.888695 -0.4 -0.1 0.1
C 1.408146 4.765113 -4.907583 0.1 0.5 -0.2
C 1.005214 2.099906 0.137825 -0.4 0.2 0.1
H -0.389072 5.673799 -4.139814 -0.1 0.0 0.0
H -4.733764 0.037006 2.657380 0.0 -0.1 0.0
H -5.093507 -4.528810 3.650297 0.0 0.0 0.1
H -3.514462 -5.325949 3.443791 0.0 0.1 0.0
H 4.061560 1.589313 -1.831142 0.0 0.0 0.0
O -2.252097 -5.569707 1.529998 -0.2 0.5 0.1
O 3.210035 4.757628 -2.918971 0.0 0.2 0.0
C 3.613206 2.425107 -1.294128 0.0 0.0 0.1
H 1.110534 6.436910 -3.587574 0.0 0.1 0.0
N 1.109836 -2.099274 0.755996 0.3 0.0 -0.1
H -1.165447 -6.480705 0.017645 0.0 0.0 0.0
H -4.462087 -1.471914 3.559699 0.0 0.0 -0.1
H 1.730870 4.102361 -0.316371 0.0 0.0 0.0
H -2.089372 -7.518774 1.131800 0.1 0.0 0.0
H 0.542734 6.699898 -5.241074 0.0 0.1 -0.1
H -4.947633 -1.539995 1.847493 0.0 0.1 0.1
H 1.975728 -2.546850 0.500010 0.0 0.0 0.1
C -1.732677 -4.307153 1.495201 0.2 0.0 -0.1
C -0.444518 -4.019513 1.098913 -0.1 -0.4 0.0
H 4.262385 1.414939 0.511935 -0.1 0.2 0.0
```
Positions in Å, forces in eV/Å.

The calculation puts the total energy at -1338.6662 hartree. As for the SMILES: CCOC(=O)C1CCN(C(=O)c2cc3c(OC)c(OC)c(OC)cc3[nH]2)CC1. As for the charge: 0.


ORCA calculation (wB97M-V/def2-TZVPD) on C4H3AgO5 as an isolated structure.

```
13
Properties=species:S:1:pos:R:3:forces:R:3
C -0.507259 -1.512180 -2.917210 -5.4 -1.7 0.4
H -0.089916 1.966422 -2.252481 -0.1 0.1 0.2
O -0.939006 0.475993 0.371091 -0.1 -0.5 0.0
O -0.108601 -2.433118 -3.507826 1.9 1.4 0.3
O 0.511189 1.981180 -0.272032 0.5 0.3 -0.2
C -0.537094 2.057513 -1.254496 -0.3 -0.3 -0.4
C -1.412317 0.893132 -0.871701 -0.4 1.6 0.8
O -1.410748 -0.927249 -2.370377 3.6 -0.5 -1.4
C 0.214017 1.084747 0.634936 -0.3 0.2 0.5
H -2.497652 0.956447 -0.912626 0.3 -0.3 -0.1
O 0.868892 0.877753 1.631074 0.3 -0.4 0.8
H -1.041338 3.028983 -1.160144 0.2 -0.2 0.0
Ag 1.064957 -0.180165 4.023705 -0.1 0.4 -0.9
```
Positions in Å, forces in eV/Å.

The expectation value of S² is 0.75. The calculation puts the total energy at -677.0473 hartree. As for the charge: +1. Its spin multiplicity is 2.


ORCA calculation (wB97M-V/def2-TZVPD) on C28H40F6O2PSeTi as an isolated structure.

```
79
Properties=species:S:1:pos:R:3:forces:R:3
C -3.840802 -1.346974 -0.334709 0.0 0.0 0.0
Se 0.060102 0.838193 2.710987 -0.8 0.6 0.6
C -0.288791 2.586618 1.886867 0.3 0.1 1.2
C -1.995640 4.395458 -2.125271 0.1 -0.1 0.2
H -3.476491 -0.428553 -0.806355 -0.1 -0.2 0.0
C -0.087761 7.291538 2.374646 0.2 -0.3 -0.1
H -2.539167 6.968048 1.263548 0.0 0.0 -0.2
H -5.887121 -2.261773 2.283360 -0.1 0.0 0.1
H -1.329730 6.903421 4.749944 0.0 0.1 0.0
H -4.883527 2.826004 5.059273 -0.1 0.2 -0.1
H 0.920371 6.969843 2.623550 0.2 0.1 0.0
H 1.460059 4.615716 -1.921204 0.1 0.0 0.0
H 0.656306 2.183681 -2.257620 -0.1 0.0 -0.1
H -5.553792 0.773192 0.132219 0.0 0.1 -0.1
C -0.803899 4.929263 1.964864 -0.1 0.7 0.3
H -6.543598 -0.019511 1.359739 -0.1 0.1 0.1
H -6.162260 -0.680358 5.543388 -0.1 -0.1 0.0
H -1.836644 5.237780 4.541907 -0.1 -0.1 0.1
H -6.456204 0.669581 6.621639 0.0 0.0 0.1
O -1.819533 -0.078089 0.793396 -1.0 -0.1 -0.6
C -2.469548 0.688269 4.235256 0.1 0.0 -0.1
H -3.368506 2.593522 5.942517 0.2 0.1 0.0
H -4.467210 -1.865391 -1.057721 0.0 0.0 0.0
H -1.088839 1.805872 -2.120772 0.2 0.2 -0.3
C -1.843879 0.478062 3.035705 0.0 -0.2 -0.5
H -5.668153 -2.955889 0.684521 -0.1 -0.1 -0.1
O 0.037689 1.444054 -0.092825 0.8 4.9 -0.9
H -2.753999 3.698169 -1.773671 -0.1 0.0 0.0
H -3.250521 5.914247 2.490968 -0.2 0.0 0.0
F 0.028710 -1.277878 -1.256337 0.3 -0.3 -0.1
F -0.085911 -2.055946 0.889381 0.5 -1.0 -0.2
H -4.901610 2.551027 6.803266 -0.1 0.1 0.1
C -3.851295 0.434990 4.351028 0.3 -0.1 -0.4
C -1.105491 6.192041 2.732014 -0.2 0.2 0.1
C -2.508257 6.687693 2.311247 0.1 -0.3 -0.1
C 0.459099 4.916844 -2.220177 -0.1 -0.2 0.2
H -2.801911 0.348548 6.928662 0.1 0.0 0.0
H -2.066627 4.466495 -3.206638 0.0 0.0 -0.1
H -0.117490 7.552948 1.321579 0.0 0.0 -0.2
H -1.894956 1.038157 5.079297 0.0 0.0 0.1
H -6.578075 0.915675 4.890785 -0.1 0.0 -0.1
H -4.342399 -2.993538 1.849619 0.1 -0.1 0.0
C -4.672410 -1.054521 0.918630 -0.4 -0.1 -0.2
C -0.546443 3.713511 2.622743 0.4 -1.6 0.0
C -4.407291 2.286557 5.873843 -0.2 -0.3 -0.1
Ti -0.205202 -0.163187 0.346014 -0.7 -2.4 0.0
H -4.355880 0.263788 7.739738 0.0 0.0 0.1
F 2.017568 -3.006486 0.699514 -0.1 0.1 -0.5
C -0.246185 2.600134 0.471454 0.0 0.2 0.3
C -6.022339 0.391382 5.664653 0.2 0.0 -0.1
P 1.137684 -2.322544 -0.367632 0.5 -1.2 0.3
H -3.863381 -1.036001 6.652206 0.0 -0.1 0.1
C -3.836118 0.039091 6.812933 -0.2 0.0 -0.3
H -0.314728 8.185956 2.948159 -0.1 0.0 0.1
H -5.552180 -0.346922 3.345080 -0.1 0.0 0.0
F 2.168500 -2.168882 -1.498594 -0.2 -0.2 0.3
H -6.448951 -0.696454 -0.257390 -0.1 0.0 -0.1
H -2.994639 -2.003125 -0.101955 -0.1 0.0 -0.1
C -0.525469 3.806566 -0.216260 -0.2 0.8 -0.4
H -1.000679 5.850757 0.058334 0.0 0.1 -0.1
F 0.347131 -3.547081 -0.868430 0.4 0.3 0.1
C -2.537672 -0.000871 1.898500 -1.8 0.1 2.6
H -2.211478 5.376289 -1.714672 0.0 0.2 0.1
C -5.880683 -0.189835 0.517743 0.3 -0.1 0.1
F 1.642110 -0.739319 0.273724 1.1 -0.7 -0.2
C -4.542155 0.763770 5.648855 0.2 0.3 0.6
H 0.266287 5.909486 -1.824219 0.0 0.1 0.0
C -3.896703 -0.364703 2.023796 1.1 0.2 -0.6
C -5.174648 -2.400331 1.476895 0.1 0.2 -0.1
H -0.463264 2.700011 -3.510633 0.0 0.1 0.0
H -0.111112 5.657156 4.588205 0.1 0.0 0.1
H -0.534834 3.654782 3.699748 0.0 0.0 0.1
C -0.352945 2.559589 -2.438285 0.0 -0.1 0.1
H -2.766472 7.562087 2.900918 0.0 0.1 0.1
C -1.093031 5.972877 4.243341 0.1 -0.1 -0.2
C -0.591356 3.899464 -1.732651 0.0 0.1 -0.3
C -4.508011 -0.103875 3.246855 0.3 0.2 0.4
H 0.427735 4.977827 -3.303945 0.0 0.0 -0.1
C -0.788847 4.924392 0.567594 0.2 -0.5 -1.0
```
Positions in Å, forces in eV/Å.

The expectation value of S² is 0.77. The calculation puts the total energy at -5432.5422 hartree. As for the charge: +2. Its spin multiplicity is 2.


ORCA calculation (wB97M-V/def2-TZVPD) on one molecule with the formula C4H5N3O.

```
13
Properties=species:S:1:pos:R:3:forces:R:3
N -1.561610 0.498597 -0.194482 4.2 0.5 -0.3
C -2.811466 0.316062 -0.220276 -2.8 -0.2 -0.5
O 2.253497 -1.171076 0.731185 3.1 -2.0 4.3
H 0.926189 1.389359 -0.052724 0.2 1.2 -0.5
C 0.686945 0.602775 0.602821 0.7 -0.8 3.5
N -3.904713 0.221737 -0.552965 -1.4 -0.3 0.2
H 0.572966 -0.300451 -1.695379 -0.4 0.5 0.0
H 1.891670 -1.534938 -1.740570 -0.1 0.3 1.2
C 1.320599 -0.811641 -1.131191 -1.3 -1.3 -7.0
C -0.759240 0.407072 0.777252 0.3 0.4 -3.7
H 1.016925 0.752593 1.707125 0.3 -0.1 -2.2
N 1.448521 -0.601687 0.066518 -1.5 2.6 1.2
H -1.080281 0.231592 1.702691 -1.4 -0.9 3.9
```
Positions in Å, forces in eV/Å.

The calculation puts the total energy at -394.7536 hartree. As for the SMILES: C=[N+]([O-])C/C=N/C#N. As for the charge: 0.


ORCA calculation (wB97M-V/def2-TZVPD) on an isolated ion of composition C3H6N3 and charge +1.

```
12
Properties=species:S:1:pos:R:3:forces:R:3
C -0.057737 0.711379 0.792334 0.1 -1.1 -1.7
N -0.028030 -0.342191 -0.299919 -0.6 3.2 1.8
H -0.280692 -2.296393 0.565660 0.2 0.9 -0.8
C 0.744853 1.699559 0.214908 2.3 -2.7 -6.3
N 1.158100 1.233355 -1.169538 -0.7 4.5 5.3
H -0.249463 -2.023306 -1.244112 -0.3 -0.6 0.1
H 0.309178 0.168571 1.624931 0.0 0.0 1.6
N 0.662220 0.099273 -1.265705 -0.7 -4.2 -1.5
C -0.599799 -1.637786 -0.288917 -0.6 -2.1 0.3
H -0.939972 1.363001 0.923431 -0.8 -0.9 0.3
H 0.982981 2.675649 0.373576 0.6 2.5 1.2
H -1.701640 -1.651111 -0.226649 0.4 0.5 -0.3
```
Positions in Å, forces in eV/Å.

The calculation puts the total energy at -281.7697 hartree. As for the SMILES: C[N+]1=NN=CC1. As for the charge: +1.


Please write out number 5 again, unchanged.
ORCA calculation (wB97M-V/def2-TZVPD) on one molecule with the formula C4H5N3O.

```
13
Properties=species:S:1:pos:R:3:forces:R:3
N -1.561610 0.498597 -0.194482 4.2 0.5 -0.3
C -2.811466 0.316062 -0.220276 -2.8 -0.2 -0.5
O 2.253497 -1.171076 0.731185 3.1 -2.0 4.3
H 0.926189 1.389359 -0.052724 0.2 1.2 -0.5
C 0.686945 0.602775 0.602821 0.7 -0.8 3.5
N -3.904713 0.221737 -0.552965 -1.4 -0.3 0.2
H 0.572966 -0.300451 -1.695379 -0.4 0.5 0.0
H 1.891670 -1.534938 -1.740570 -0.1 0.3 1.2
C 1.320599 -0.811641 -1.131191 -1.3 -1.3 -7.0
C -0.759240 0.407072 0.777252 0.3 0.4 -3.7
H 1.016925 0.752593 1.707125 0.3 -0.1 -2.2
N 1.448521 -0.601687 0.066518 -1.5 2.6 1.2
H -1.080281 0.231592 1.702691 -1.4 -0.9 3.9
```
Positions in Å, forces in eV/Å.

The calculation puts the total energy at -394.7536 hartree. As for the SMILES: C=[N+]([O-])C/C=N/C#N. As for the charge: 0.


Q: The highest charge belongs to which entry?
A: C28H40F6O2PSeTi